C15H11Br2N5OS | ωB97M-V/def2-TZVPD

Properties
Multiplicity ... 1
SMILES ... O=C(CSc1n[nH]c(-c2ccccc2)n1)Nc1ncc(Br)cc1Br
Kohn-Sham gap ... 8.672 eV
Energy ... -176152.47167 eV
Strongest force on any atom ... 0.84 eV/Å

Structure (XYZ):
```
35
Properties=species:S:1:pos:R:3:forces:R:3
H -1.6900 1.9295 -1.4097 0.2969 -0.0432 -0.0179
C 0.8341 1.4176 -4.8777 -0.2368 -0.1069 -0.4946
C -0.2167 1.2207 -5.7578 -0.0221 -0.0086 -0.0675
C -0.4488 -0.9302 5.8114 -0.0040 -0.0176 0.0398
Br 0.0986 0.9743 -7.6091 -0.0048 0.0298 0.1877
N 0.6439 1.5882 -3.5863 -0.0576 0.2322 0.3776
N 0.3910 -2.7476 1.0536 0.0408 0.5286 0.3648
N 0.8894 -0.6361 0.9307 -0.0009 0.0561 0.5139
N 0.7401 -2.5433 -0.2289 0.1457 -0.1510 -0.7446
C -1.5155 1.2129 -5.2615 0.2425 0.0377 0.1023
C 0.1587 -1.3945 3.1449 -0.1501 0.0337 0.6326
H 0.0976 -3.6635 1.3520 0.0117 0.1395 -0.0268
C -0.2972 0.1373 4.9401 -0.0022 0.0028 0.0532
H 2.0426 1.8949 -1.7461 -0.0209 -0.0751 0.1246
H -0.4171 1.1485 5.2986 -0.0125 0.0878 0.0214
C 1.0357 -1.2578 -0.2546 -0.1790 -0.5012 0.5374
H -0.6847 -0.7525 6.8501 -0.0176 0.0153 0.0806
C -0.2961 -2.2284 5.3513 -0.0435 -0.0710 0.0988
H 0.1210 0.7260 2.9132 0.0158 0.1084 -0.0796
Br -3.4608 1.3890 -3.1904 0.2820 -0.0091 -0.1173
C 0.0061 -0.0883 3.6118 0.0086 -0.1671 -0.1092
C 1.5719 1.2776 -0.9839 0.2966 -0.4943 0.1830
C 0.4774 -1.5882 1.7471 0.1221 -0.3209 -0.7627
N -0.7392 1.7444 -1.7196 -0.7889 0.1547 0.1996
S 1.5618 -0.4142 -1.6782 0.2400 0.1854 -0.3088
C 0.1766 1.7522 -0.6824 0.1993 0.0951 -0.0779
H -0.4108 -3.0598 6.0311 -0.0054 -0.0565 0.0527
C -0.5754 1.5670 -3.0689 -0.1795 -0.0590 -0.6624
O -0.1867 2.1058 0.4104 -0.0326 0.1779 0.1973
H 0.1364 -3.4814 3.6784 0.0249 -0.1001 -0.0131
H 1.8612 1.4416 -5.2114 0.0620 -0.0185 -0.1715
H -2.3602 1.0688 -5.9178 -0.0429 -0.0040 -0.0102
C 0.0059 -2.4656 4.0235 0.0235 0.1934 -0.1449
H 2.1445 1.2654 -0.0578 -0.1320 0.1290 -0.0868
C -1.6956 1.3900 -3.9059 -0.0794 -0.0031 0.1287
```
Forces are in eV/Å.

CaH14NO10 | ωB97M-V/def2-TZVPD

Properties
Multiplicity ... 1
Energy relative to the best compared isomer or geometry (same formula, charge and spin) ... 21.8 kcal per mole
Total charge ... +1
Kohn-Sham gap ... 7.407 eV
Energy ... -40625.81551 eV
Strongest force on any atom ... 3.23 eV/Å

Structure (XYZ):
```
26
Properties=species:S:1:pos:R:3:forces:R:3
H 2.4755 -0.1687 1.1681 0.6937 1.8152 0.6071
H -0.8886 1.7159 -2.1023 -0.2862 -0.5122 -0.0648
N 2.1304 2.6426 0.1205 2.0392 2.0593 -1.4274
O -2.4833 -0.1445 1.1479 -0.1611 -1.6444 -1.3760
H -0.8525 2.6114 -0.9597 -0.1818 -0.1972 0.6369
H 2.1560 -1.5571 1.0209 -0.0560 -0.3729 -0.5331
H 0.6392 -0.8284 -2.7322 0.6959 1.0647 0.2010
O 0.1511 -0.4082 2.6874 -1.5872 0.2178 -0.6144
H -3.2682 -0.5737 0.7466 0.7826 0.0235 0.1754
H 0.5705 -1.0936 3.1892 0.7152 -0.4935 0.5484
H -2.6741 -0.6559 -1.6824 0.1704 0.0610 0.0438
H 0.3601 -3.1542 -0.0519 0.3551 -0.6732 -0.3970
O 2.4790 2.4681 -1.0940 -0.6636 0.0333 1.4500
H 1.2404 0.6415 -2.4072 0.5661 0.3138 -0.3708
H -1.6348 -1.4129 -2.4772 0.0362 -0.0344 0.3535
O -1.1962 1.7269 -1.1839 0.3227 1.0491 -0.5885
O 0.9636 -0.2030 -2.0520 -0.9610 -1.2599 0.1918
O -0.0941 -2.4395 0.3730 -0.4333 0.5883 0.2176
H -2.8861 0.4734 1.7135 -0.6264 1.6518 1.3792
O 2.1227 -0.7378 0.5103 -0.4784 -1.3698 -0.0230
O -1.7908 -1.0430 -1.5943 -0.5517 -0.0678 -0.5078
H -0.3483 -2.7385 1.2446 -0.0959 -0.3422 0.2601
Ca -0.2546 -0.0465 0.0889 1.6204 0.6771 0.0103
O 1.2194 1.9096 0.5779 -1.3371 -0.9788 0.7825
O 2.6539 3.5370 0.8235 -1.0761 -1.8744 -1.0489
H -0.7902 -0.5208 2.9249 0.4984 0.2658 0.0941
```
Forces are in eV/Å.

C4H10O3 | ωB97M-V/def2-TZVPD

Properties
Multiplicity ... 1
Energy relative to the best compared isomer or geometry (same formula, charge and spin) ... 55.1 kcal per mole
SMILES ... C=CC(=C)O.O.O
Kohn-Sham gap ... 9.957 eV
Energy ... -10450.85560 eV
Strongest force on any atom ... 3.44 eV/Å

Structure (XYZ):
```
17
Properties=species:S:1:pos:R:3:forces:R:3
H 0.7673 -1.4609 -0.7525 0.3888 0.1160 0.1988
C -0.9253 0.3288 0.9954 0.0802 1.5588 -0.1245
H 0.2218 1.9998 0.3614 -0.0538 -0.1597 -0.0119
O 3.2602 0.6662 -0.2651 0.4619 0.0632 -0.4324
O 1.4793 -1.7958 -0.1766 -0.1300 -0.1520 -0.1967
H -3.0487 -0.6718 -1.4820 -0.1640 -0.1203 0.2511
H 3.9536 0.3922 -0.8791 0.0293 0.3626 0.0578
C -2.6681 -0.4213 -0.4932 0.4875 0.0350 -1.9848
H -3.3404 -0.3969 0.3455 0.0833 0.0172 0.1463
C -1.3978 -0.0480 -0.3966 0.5588 -0.6541 3.3269
C -0.2136 1.4444 1.1916 -0.5149 0.2234 -0.5776
H -1.3383 -0.1351 1.8847 -0.3668 -0.2051 -0.3016
H -0.0261 0.7328 -1.5418 -0.0646 -0.4081 0.2827
H 2.8525 -0.1795 -0.0792 -0.6713 -0.4878 0.3648
H 1.0148 -2.3292 0.4733 0.1337 -0.0536 0.1356
O -0.3713 -0.1437 -1.2964 -0.7448 0.4793 -1.4818
H -0.2199 2.0179 2.1106 0.4864 -0.6148 0.3473
```
Forces are in eV/Å.

C5H6O2 | ωB97M-V/def2-TZVPD

Properties
Multiplicity ... 1
Energy relative to the best compared isomer or geometry (same formula, charge and spin) ... 105.0 kcal per mole
SMILES ... C=C1CC1=O.C=O
Kohn-Sham gap ... 9.167 eV
Energy ... -9372.54133 eV
Strongest force on any atom ... 4.36 eV/Å

Structure (XYZ):
```
13
Properties=species:S:1:pos:R:3:forces:R:3
O 0.4554 -2.2205 -2.3638 -0.7885 -1.4498 1.0858
H -0.5386 -3.5890 -0.9848 1.3121 1.5200 -0.2823
C 0.7535 -0.0496 0.8349 0.5317 -1.6598 0.3056
H -0.8214 2.6801 -0.4091 0.1084 0.3242 -0.8157
C 0.4060 2.5358 1.4027 0.5639 -2.1441 1.1450
C -0.7917 2.2485 0.5654 0.8376 -0.3165 -0.4704
H -1.7888 2.1732 0.9578 -0.2378 -0.1805 0.5637
C 0.2670 1.1486 0.8562 -0.3314 4.1659 1.2322
H -0.6768 -3.9084 -2.6692 0.3550 0.0691 -1.2532
O 1.0771 3.2222 2.1330 -0.9221 0.0712 -0.9613
H 1.5720 -0.3417 1.5846 -1.1088 0.2993 -1.7200
C -0.1779 -3.1926 -2.0115 -0.8949 -0.1305 0.4762
H 0.2643 -0.7067 0.1038 0.5747 -0.5685 0.6943
```
Forces are in eV/Å.

C2H3F2O3S3 | ωB97M-V/def2-TZVPD

Properties
Multiplicity ... 1
Energy relative to the best compared isomer or geometry (same formula, charge and spin) ... 0.0 kcal per mole
Total charge ... -1
Kohn-Sham gap ... 8.213 eV
Energy ... -46207.46975 eV
Strongest force on any atom ... 3.88 eV/Å

Structure (XYZ):
```
13
Properties=species:S:1:pos:R:3:forces:R:3
O 0.1169 -0.2669 -4.2190 -1.7279 -0.2672 1.6479
O -0.7889 1.3545 -2.3661 0.3157 -1.0291 -0.1273
S 0.0592 1.7390 0.3102 0.9809 -0.4462 -0.5266
O -1.3271 -1.4439 -2.5450 0.6590 0.7320 0.2126
H -0.1941 -0.1783 1.4882 0.5465 -1.3152 2.0245
C -0.6607 0.0717 0.6071 -2.4762 2.0386 -2.1879
H -0.7899 -0.6853 -0.1869 1.0687 0.5192 0.1013
F -1.7864 3.2237 -2.9498 -0.0458 0.6684 -0.3157
S -1.5047 2.8280 -0.2743 -0.9589 0.0348 -0.9115
S -1.1496 -0.2943 -3.4304 0.8643 -0.7826 -2.6380
C -1.7569 2.1210 -2.1452 0.3844 1.3081 1.4736
F -3.0425 1.6524 -2.2485 0.1291 -0.4256 0.3299
H -1.6870 0.4921 0.6898 0.2603 -1.0353 0.9173
```
Forces are in eV/Å.

C31H44N5O | ωB97M-V/def2-TZVPD

Properties
Multiplicity ... 1
Total charge ... +1
SMILES ... CN1CCC[N+](C)=C1C[C@H](/C=C/N1[C@H](Cc2ccccc2)C(=O)N(C)C1(C)C)c1ccc(N(C)C)cc1
Kohn-Sham gap ... 7.343 eV
Energy ... -42351.14207 eV
Strongest force on any atom ... 2.88 eV/Å

Structure (XYZ):
```
81
Properties=species:S:1:pos:R:3:forces:R:3
H -3.4543 0.1179 5.3123 0.0589 0.3318 -0.0378
H -2.5521 1.6533 5.2096 -0.1582 -0.2249 -0.2552
C -4.2148 2.4214 2.8959 0.0120 -0.4819 -0.3103
H 2.8230 0.0603 1.2801 -0.2072 0.6237 -0.1170
C 0.3983 1.7870 2.9080 0.0756 0.4815 1.1263
C 1.1037 -1.5204 -4.8513 -0.5009 0.4618 -0.8481
C 3.0642 0.0830 -2.4433 -0.1445 -0.4479 -0.3099
H 3.6060 -2.5240 -2.0463 -0.3241 -0.2478 0.2932
H -3.6944 3.3689 3.0872 0.0494 -0.1842 0.0276
C -1.2862 -0.4313 4.0439 0.5211 -0.4860 0.3427
N 2.2837 -1.4735 -4.1697 -1.1947 -0.0458 -0.5521
C -2.2606 -3.9943 -6.8446 -0.3995 0.3675 0.1699
H 3.7548 2.0105 7.2369 -0.1690 -0.6837 -0.5435
C 3.5314 -1.8431 -4.7755 0.2187 0.2483 0.5250
C 0.0706 0.9461 0.6565 -0.9564 0.9742 1.1980
C -3.3227 -1.8072 -6.6589 -0.0836 0.1409 0.3980
O 0.9357 -1.7785 -6.0417 0.4356 0.1579 1.6729
C -2.4233 0.8302 2.2755 0.1120 0.3104 1.2746
C -1.6421 -3.8053 -5.6109 0.6698 0.2616 -0.2233
N 3.2332 2.3082 5.2273 -0.1241 0.6721 1.2411
N -2.4158 0.3619 3.5543 0.9868 0.4449 -1.2062
H -0.5072 -0.2060 -4.1875 -0.0476 -0.3758 -0.3905
H -5.2157 0.8359 3.9439 0.2969 0.2932 -0.0573
C 0.1021 -0.2222 -1.5815 0.4323 -0.6143 0.2866
H 3.9376 4.1137 4.3376 0.2076 -0.4742 0.3961
H -3.6467 -3.1733 -8.2851 0.2736 0.0859 0.1352
H 4.0099 -2.5470 -4.0912 0.2618 -0.1703 -0.4578
H -1.0015 -0.1475 -1.6681 0.7848 0.6254 -0.4969
C -0.0058 -1.1259 -3.8527 -0.2313 0.1769 -0.7562
H -1.1117 -1.2856 3.3648 0.0878 0.4281 0.5656
C -1.7848 -2.5806 -4.9626 -0.7661 0.2532 0.7123
C -3.1151 -2.9999 -7.3497 0.1217 -0.3442 -0.0995
H -3.5150 1.4931 -0.1893 0.0090 0.2442 0.0711
C -3.1937 0.9507 4.6470 -0.1093 -0.1444 -0.0709
H -1.7012 -2.0183 -2.8594 -0.0174 0.0332 -0.2554
H -0.9448 -4.5563 -5.1924 -0.5114 0.4780 -0.3708
C 2.3305 0.7501 1.9696 -0.0716 0.2032 0.0587
H -2.8079 -0.6949 -4.8612 -0.1181 -0.0038 -0.1476
C -2.6955 -1.6137 -5.4290 0.8560 -0.6513 -0.5175
H -5.1691 2.6582 2.4242 0.0735 0.0329 0.0751
N 0.7335 -0.7617 -2.6688 -0.0933 -0.5009 0.6585
H 4.0680 -0.3398 -2.3006 -0.0254 0.6767 -0.1040
C 3.5446 1.3976 6.3286 0.0106 -0.0486 -0.4691
H 0.5265 2.4191 4.9589 0.0698 0.2063 0.1992
H -3.9575 -1.0084 -7.0602 0.1437 -0.5131 0.0867
C 0.6960 0.0477 -0.3846 -0.8902 -0.4059 -0.2186
H 4.1457 1.0077 3.1109 -0.1996 -0.1343 0.0523
H 4.4398 0.7783 6.0640 -0.4656 0.2130 0.4631
H 1.6215 -0.5215 -0.1841 -0.6313 1.1233 0.1813
C 2.1730 -1.1278 -2.7685 -0.6427 0.1928 0.5905
C -1.3387 0.3688 1.2891 -0.7681 -2.4851 -1.2413
H -2.5376 2.8682 0.4629 -0.2663 -0.2058 -0.1382
C -1.0265 -2.2732 -3.6904 0.4524 -0.1683 0.4206
H 2.9964 0.7733 -3.3011 0.3161 -0.1943 0.4379
H -0.4582 -3.1456 -3.3373 -0.1723 -0.0039 -0.1728
H 2.3054 -2.1837 -0.8614 0.1709 -0.2029 -0.2294
C 0.9989 1.1750 1.8342 0.4535 -0.2691 -0.4205
H -4.3023 2.9110 0.5518 0.0894 -0.1431 -0.2093
H 2.7292 0.5995 -1.5381 0.2631 -0.1639 -0.2688
C 2.5266 -2.3637 -1.9195 -0.0467 0.1964 -0.1098
C 3.0715 1.1772 3.0783 -0.4425 -0.1371 -0.0895
H -1.8387 0.3651 0.2958 -0.2769 -0.8992 0.8415
H 4.1605 -0.9464 -4.8416 0.0747 -0.3261 -0.3739
H -2.0620 -4.9022 -7.4089 -0.2295 0.1389 0.0872
N -3.4467 1.6312 1.9105 1.0885 0.1699 0.0796
C 2.4586 1.8172 4.1559 -0.1413 0.2441 -0.4601
H 2.6749 0.7263 6.4807 0.5787 0.3622 0.1662
H -0.3916 1.9307 0.2840 1.6602 -1.0507 0.0143
H -4.8373 2.2624 4.9077 -0.1236 -0.0604 0.0450
C 4.2882 3.3125 5.0187 -0.1805 -0.4781 -0.3060
H -0.3621 0.1906 4.1638 -0.9426 -0.8650 -0.1634
H 1.9665 -3.2512 -2.2678 0.2727 0.4433 0.1830
H -0.6709 1.9841 2.8128 0.5412 0.4505 0.3078
H -1.5612 -0.8295 5.0352 0.0567 0.1090 -0.5121
C 1.0537 2.0113 4.1126 1.0768 0.3744 -0.7564
C -4.4486 1.6061 4.1297 -0.6420 -0.1396 0.6338
H 5.2203 2.8535 4.6035 -0.4073 0.3963 0.2254
H -1.0515 -0.6645 1.6544 -0.6146 1.0735 -0.9594
H 3.3089 -2.2901 -5.7469 0.2414 0.1460 0.1608
C -3.4384 2.2487 0.5979 0.2949 0.2789 -0.4746
H 4.5185 3.7452 6.0156 -0.0627 -0.1502 -0.7038
```
Forces are in eV/Å.

Which value of strongest force on any atom does entry 2 give?
3.23 eV/Å